Record 1
Formula: C52H42Br2FN4PScSi
Source: the OMol25 dataset
Level of theory: ωB97M-V/def2-TZVPD

Structure (ORCA input):
```
! RIJCOSX wB97M-V def2-TZVPD def2/J DEFGRID3
* xyz -1 1
Sc -0.66664 0.26256 -0.31315
C -4.76657 -2.24737 0.01616
Si -3.74309 -1.12608 -1.10944
C -4.16521 0.65377 -0.72619
C -4.26511 -1.43883 -2.88686
N -2.05610 -1.33997 -0.79674
C -1.45062 -2.55920 -0.77439
C -1.96290 -3.76779 -1.29922
C -1.26797 -4.96234 -1.22416
C -0.01696 -5.04296 -0.62097
C 0.53366 -3.88400 -0.08631
C -0.18860 -2.72645 -0.18602
F 0.39522 -1.56036 0.34209
H -5.62229 -1.70353 0.42264
H -4.16425 -2.59484 0.85870
H -5.14711 -3.12764 -0.50664
H -5.24862 0.79023 -0.78470
H -3.70937 1.34359 -1.44076
H -3.84714 0.94378 0.27749
H -5.22699 -0.95040 -3.06677
H -4.38476 -2.50048 -3.11401
H -3.53674 -1.02523 -3.58921
H -2.92686 -3.73871 -1.79083
H -1.70940 -5.85140 -1.65777
H 0.51965 -5.97978 -0.56664
H 1.50131 -3.87190 0.39864
Br -3.84007 5.04037 -3.50641
C -2.56758 3.86195 -2.72059
C -1.95942 4.26787 -1.47139
C -1.19079 3.34534 -0.84657
N -0.88556 2.11044 -1.33058
C -1.33432 1.79175 -2.66209
C -2.29038 2.68642 -3.29462
C -0.83895 0.65187 -3.23700
C -1.09116 0.25862 -4.61374
C -0.50282 -0.84747 -5.09727
Br -0.80098 -1.35876 -6.90869
C 0.37151 -1.65693 -4.31112
C 0.55191 -1.24681 -3.02024
N -0.00811 -0.17380 -2.44523
H -2.16362 5.22914 -1.02751
H -0.76174 3.57869 0.12451
H -2.78426 2.39074 -4.20953
H -1.71211 0.87255 -5.24942
H 0.83900 -2.54746 -4.69842
H 1.17987 -1.85379 -2.37234
C 5.24273 -1.89561 1.28261
C 4.46599 -2.14872 0.15916
C 3.52665 -1.21748 -0.25590
C 3.35780 -0.01802 0.43652
C 4.14745 0.23120 1.55337
C 5.08139 -0.70535 1.97670
P 2.05335 1.09956 -0.20209
C 2.88156 1.80184 -1.66890
C 2.10654 2.27480 -2.72554
C 2.71671 2.86677 -3.82352
C 4.09689 2.98538 -3.87634
C 4.87430 2.50684 -2.82981
C 4.27020 1.91638 -1.73088
C 2.02786 2.52197 0.95925
C 2.26087 3.82516 0.53126
C 2.01467 4.90371 1.36916
C 1.51561 4.69473 2.64714
C 1.28825 3.40498 3.09648
C 1.55319 2.31607 2.26623
H 5.97300 -2.62295 1.61383
H 4.58643 -3.07318 -0.39175
H 2.91687 -1.42169 -1.12895
H 4.03230 1.15725 2.10205
H 5.67946 -0.50425 2.85644
H 1.03272 2.17722 -2.69269
H 2.10410 3.22697 -4.64006
H 4.57018 3.44442 -4.73546
H 5.95320 2.59087 -2.86977
H 4.88256 1.53974 -0.92065
H 2.61609 4.00153 -0.47544
H 2.19826 5.90975 1.01470
H 1.29733 5.53589 3.29243
H 0.89125 3.21981 4.08569
C 1.36449 0.98701 2.75841
C 1.18139 -0.14006 3.13279
C 1.03486 -1.50968 3.51824
C 1.74990 -2.49319 2.83229
C 1.61795 -3.82350 3.19305
C 0.77647 -4.18331 4.23750
C 0.06488 -3.20684 4.92245
C 0.19032 -1.87413 4.56664
H 2.40640 -2.19602 2.02249
H 2.17128 -4.58262 2.65437
H 0.67064 -5.22457 4.51392
H -0.59680 -3.48536 5.73245
H -0.37378 -1.10811 5.08241
N -4.35254 0.74123 6.41995
C -3.78087 0.70863 5.42142
C -3.05647 0.67501 4.17976
C -2.69746 -0.54424 3.60662
C -1.98640 -0.55375 2.41746
C -1.58460 0.61646 1.74572
C -1.98124 1.81509 2.35870
C -2.69794 1.86271 3.54583
H -2.98251 -1.47013 4.09237
H -1.73056 -1.52831 2.00766
H -1.72240 2.76595 1.90220
H -2.98773 2.81070 3.98335
*
```

The value obtained for the HOMO energy is -2.6 eV. The calculation puts the gap between HOMO and LUMO at 4.5 eV.

---

Record 2
Formula: C16H54N21O16S2
Source: the OMol25 dataset
Level of theory: ωB97M-V/def2-TZVPD

Structure (ORCA input):
```
! RIJCOSX wB97M-V def2-TZVPD def2/J DEFGRID3
* xyz -1 1
C 5.99294 0.00924 1.71886
C 6.16699 1.53089 1.94468
C 5.36146 2.30261 0.90111
C 3.83688 2.21399 1.09539
C 3.15270 1.99651 -0.26087
S 1.56352 2.77841 -0.45421
O 1.81200 4.19458 -0.64174
O 0.95282 2.09331 -1.57845
N 0.82864 2.44538 0.95259
S -0.51967 3.26524 1.20873
O -1.27666 3.58335 0.01395
O -0.33616 4.44474 2.02759
C -1.57960 2.09080 2.09221
O -2.90478 2.58672 1.96435
O -3.67944 1.45359 1.65490
H 5.09894 -0.33461 2.21862
H 5.89941 -0.16668 0.65355
H 6.87224 -0.51380 2.08867
H 5.91662 1.80942 2.96788
H 7.22534 1.75019 1.79174
H 5.66703 3.34982 0.84974
H 5.61834 1.87216 -0.06369
H 3.43882 3.06322 1.63900
H 3.66609 1.31055 1.67506
H 3.76179 2.43695 -1.04365
H 3.03972 0.94090 -0.47909
H -1.36328 2.05757 3.15774
H -1.52001 1.12406 1.58921
H -3.55173 1.39615 0.68965
C -1.62937 -1.67838 0.39678
O -1.73657 -0.66812 1.08008
N -2.36564 -2.79791 0.63840
N -0.75909 -1.74458 -0.64902
H -2.28606 -3.63418 0.09225
H -3.02026 -2.77835 1.40654
H -0.21027 -0.92195 -0.84490
H -0.64531 -2.55748 -1.22331
C -5.08132 -2.33602 1.59552
O -4.07825 -2.99236 1.84322
N -6.33864 -2.87694 1.65432
N -5.03104 -1.02876 1.23599
H -7.17462 -2.35288 1.45257
H -6.41250 -3.84280 1.91550
H -4.12579 -0.59066 1.20181
H -5.84557 -0.48069 1.03040
C 5.76037 -0.85303 -2.54523
O 5.64397 -0.21235 -1.51399
N 4.73900 -1.59760 -3.06117
N 6.91215 -0.85405 -3.27976
H 4.80182 -2.11262 -3.92066
H 3.87431 -1.60325 -2.55182
H 7.67390 -0.29818 -2.93830
H 7.02176 -1.35553 -4.14241
C 6.10889 1.19266 -6.22308
O 6.55161 0.06330 -6.35867
N 6.33643 2.18056 -7.15073
N 5.35114 1.56510 -5.15952
H 5.98278 3.11422 -7.06239
H 6.89071 1.94016 -7.95129
H 5.16155 0.86449 -4.46304
H 4.97526 2.48665 -5.03676
C 5.77520 -2.65045 4.57079
O 5.05571 -2.20197 3.70469
N 5.93041 -3.99868 4.77835
N 6.49428 -1.84292 5.41223
H 6.51997 -4.38814 5.48840
H 5.41562 -4.61450 4.17731
H 6.40040 -0.85210 5.28246
H 7.09555 -2.18688 6.13584
C 2.23681 -0.68368 -6.84300
O 2.84651 -1.47246 -6.14535
N 0.87166 -0.69659 -6.93846
N 2.86481 0.28015 -7.58564
H 0.34759 -0.05331 -7.49991
H 0.38193 -1.38549 -6.39892
H 3.86640 0.31496 -7.53051
H 2.38340 0.93930 -8.16633
C 0.50812 -1.98533 4.70435
O 1.13439 -2.44139 5.64754
N -0.78552 -1.55640 4.81565
N 1.03937 -1.86420 3.45414
H -1.31217 -1.17825 4.04788
H -1.21667 -1.62664 5.71791
H 1.98756 -2.16456 3.31965
H 0.52721 -1.49175 2.67383
C -0.63616 8.35566 0.38931
O -1.00280 9.12799 1.26605
N -0.52574 8.76752 -0.92286
N -0.31239 7.06477 0.60669
H -0.23007 8.16204 -1.66456
H -0.75800 9.72040 -1.12668
H -0.38208 6.71020 1.54533
H -0.01337 6.42716 -0.11243
C -9.48650 -1.90302 -0.21439
O -9.13088 -1.55569 0.90271
N -10.71099 -1.56295 -0.71667
N -8.69474 -2.65050 -1.03286
H -11.02922 -1.82856 -1.62942
H -11.30729 -1.00304 -0.13423
H -7.78724 -2.91432 -0.68679
H -8.96773 -2.94296 -1.95192
C -11.43414 -4.85723 2.78612
O -11.41695 -5.55042 3.78497
N -12.34406 -5.05696 1.77619
N -10.56136 -3.82952 2.57874
H -12.37910 -4.49989 0.94412
H -13.00215 -5.80421 1.89429
H -9.88036 -3.64966 3.29374
H -10.56158 -3.24927 1.76077
*
```

The value obtained for the HOMO energy is -5.4 eV. The calculation puts the gap between HOMO and LUMO at 6.4 eV.

---

Record 3
Formula: C14H23ClO5P
Source: the OMol25 dataset
Level of theory: ωB97M-V/def2-TZVPD

Structure (ORCA input):
```
! RIJCOSX wB97M-V def2-TZVPD def2/J DEFGRID3
* xyz -1 1
C 2.51325 0.23330 3.85932
C 2.89235 -0.32936 2.60410
C 2.91744 -1.01424 1.07841
C 3.60010 -0.02382 -0.04154
C 3.79058 -1.00662 -1.36169
C 2.26027 -1.04358 -2.00352
O 1.61524 -2.04765 -2.61562
O 1.77677 0.31391 -1.68780
C 2.62627 1.10291 -0.78274
C 1.97594 2.28040 0.15380
C 0.40349 2.64906 -0.20783
C -0.64789 2.32639 1.01914
P -1.79178 0.82732 0.72180
O -2.73174 0.72330 2.02795
O -0.75284 -0.61067 0.80531
C -1.61528 -1.74458 0.43818
C -0.94149 -3.22624 0.68081
O -2.74903 0.90044 -0.73071
C -4.10976 0.37691 -0.53119
C -4.92315 0.51759 -1.98532
H 2.09294 0.34061 4.97137
H 1.80849 -1.31140 0.75403
H 3.54433 -2.01571 1.20070
H 4.59266 0.47426 0.36924
H 4.41351 -0.58987 -2.27927
H 4.04068 -2.10556 -1.03640
H 3.38083 1.69887 -1.46168
H 2.06182 1.99864 1.31071
H 2.68742 3.23109 0.02982
H 0.38489 3.83578 -0.33993
H 0.05177 2.22389 -1.25744
H -1.26486 3.29512 1.24421
H -0.00783 2.09203 1.98858
H -2.64818 -1.68630 1.02888
H -1.91278 -1.60469 -0.70454
H 0.20388 -3.20261 0.92696
H -1.58795 -3.74627 1.52938
H -1.14863 -3.84935 -0.30914
H -4.14381 -0.79018 -0.28651
H -4.71082 0.89884 0.33645
H -4.26793 1.21861 -2.65777
H -5.10604 -0.55205 -2.48253
H -5.98655 0.94167 -1.72940
Cl -2.58655 -2.00019 -2.58655
*
```

The value obtained for the HOMO energy is -3.9 eV. The calculation puts the gap between HOMO and LUMO at 6.4 eV.

---

Record 4
Formula: C19H31MnN2O
Source: the OMol25 dataset
Level of theory: ωB97M-V/def2-TZVPD

Structure (ORCA input):
```
! RIJCOSX wB97M-V def2-TZVPD def2/J DEFGRID3
* xyz 1 4
C -1.55161 -4.51505 -0.77787
C -0.31892 -5.10095 -0.21743
C -2.75849 -4.41361 0.06215
C -1.65368 -4.28690 -2.23170
H -3.30069 -5.36942 0.03680
H -3.44397 -3.64213 -0.30005
H -2.51106 -4.20814 1.10756
H -0.35800 -6.19541 -0.30981
H -0.20331 -4.86940 0.84504
H 0.57176 -4.76189 -0.75434
H -1.97642 -5.21487 -2.72399
H -0.68944 -4.00963 -2.66675
H -2.38978 -3.51556 -2.47550
C 0.52318 0.82156 2.21380
C -0.75257 0.14902 2.23524
C -0.47727 -1.25826 1.96928
H -1.67664 0.59093 2.63834
C 0.93991 -1.41125 1.79342
C 1.55125 -0.13374 1.95125
H 2.63289 0.08366 1.90429
H 0.64212 1.85230 2.53464
H -1.19377 -2.05991 2.13652
H 1.47713 -2.36168 1.67494
C -0.55377 1.07938 -2.14163
C -1.18883 1.80771 -1.09094
C -2.12685 0.92517 -0.42811
H -1.12850 2.88103 -0.90093
C -2.06182 -0.35618 -1.12876
C -1.09016 -0.24152 -2.17372
H -0.88565 -0.99123 -2.95157
H 0.14498 1.50956 -2.87400
H -2.90409 1.25504 0.26666
H -2.80028 -1.15279 -1.02280
Mn -0.26116 0.11887 0.13832
C 2.61998 2.36144 -2.01730
N 2.38176 3.27437 -0.90617
C 3.07029 4.54373 -0.93225
C 1.64198 2.87211 0.15498
O 1.09414 1.74898 0.02074
N 1.53477 3.66386 1.28533
C 0.93294 4.98340 1.23820
C 2.49190 3.47793 2.36973
H 3.71294 2.22096 -2.15480
H 2.21163 2.80215 -2.94796
H 2.12649 1.39528 -1.84836
H 2.34627 5.37206 -0.93613
H 3.71820 4.64361 -0.04714
H 3.66936 4.55127 -1.85677
H 0.23632 5.12873 2.09004
H 1.69256 5.79716 1.28291
H 0.34733 5.09710 0.30781
H 1.97101 3.49275 3.34909
H 2.98248 2.48988 2.28128
H 3.26977 4.27984 2.38970
*
```

The value obtained for the HOMO energy (alpha / beta) is -8.9 / -11.7 eV. The calculation puts the gap between HOMO and LUMO (alpha / beta) at 4.5 / 8.9 eV. The expectation value of S² is 3.98.

---

Record 5
Formula: C4H23N2O8
Source: the OMol25 dataset
Level of theory: ωB97M-V/def2-TZVPD

Structure (ORCA input):
```
! RIJCOSX wB97M-V def2-TZVPD def2/J DEFGRID3
* xyz -1 1
C -0.76759 -1.28032 -0.23727
N -1.98489 -0.57841 0.18057
C -3.02728 -0.64618 -0.84527
O -3.01104 0.43751 -1.81038
C 0.30435 -0.64009 -1.01149
N 1.04243 0.41294 -0.21924
C 1.78239 -0.04266 1.04145
O 2.21090 -1.27536 0.90984
H -0.20315 -1.64308 0.72211
H -1.07819 -2.22725 -0.76841
H -2.02487 0.31605 0.51999
H -3.09496 -1.52117 -1.42216
H -4.00557 -0.44217 -0.26809
H -2.17455 0.41582 -2.26159
H -0.02842 -0.08197 -1.91762
H 0.93461 -1.33371 -1.42917
H 1.86440 0.77640 -0.80398
H 1.19913 0.16835 1.86998
H 2.56882 0.69950 0.96457
H -3.36485 2.04186 -1.13668
H -2.81243 2.31258 0.20623
O -3.34021 2.75557 -0.42494
H -0.67131 2.85742 0.48285
H 0.15335 1.81684 -0.08640
O -0.69408 2.30125 -0.24229
H 3.42700 -0.64442 3.13994
H 2.10102 -1.02545 3.75485
O 2.84247 -0.33731 3.82242
H 0.57913 -2.72702 2.70216
H 1.88213 -2.28287 2.14900
O 1.47708 -2.89951 2.83306
H 2.97310 -0.37118 -1.23873
H 3.27715 -1.41245 -0.10238
O 3.71396 -1.01357 -1.07390
H -0.60690 2.21169 -1.93209
H -0.73000 2.84163 -3.27558
O -0.71313 2.06076 -2.79134
*
```

The value obtained for the HOMO energy is -5.4 eV. The calculation puts the gap between HOMO and LUMO at 8.3 eV.

---

Record 6
Formula: C4H11O2P
Source: the OMol25 dataset
Level of theory: ωB97M-V/def2-TZVPD

Structure (ORCA input):
```
! RIJCOSX wB97M-V def2-TZVPD def2/J DEFGRID3
* xyz 0 1
C -1.40969 -2.52126 -0.74906
O -1.19581 -1.23404 -0.18549
P 0.09081 -0.19647 -0.12145
C -0.42112 0.66507 1.43296
C -0.70004 1.01839 -1.28803
H -1.90349 -2.52503 -1.80278
H -2.23159 -2.96018 -0.26822
H -0.46293 -3.01703 -0.91942
H -1.39445 0.30726 1.71896
H 0.35820 0.54092 2.12931
H -0.62442 1.74111 1.19871
H -0.77949 0.61071 -2.25835
H -1.68151 1.30164 -0.74429
H -0.14361 1.90615 -1.40731
C 3.11584 1.07470 0.79169
O 2.89906 1.18063 -0.37534
H 2.84769 0.24202 1.44613
H 3.63654 1.86541 1.40197
*
```

The value obtained for the HOMO energy is -8.4 eV. Its structure (SMILES) is COP(C)C.C=O. The calculation puts the gap between HOMO and LUMO at 9.2 eV.